Computed, not measured: a structure of composition CH3CsLiO at a distorted geometry, with ωB97M-V/def2-TZVPD.

```
7
Properties=species:S:1:pos:R:3:nbo_charge:R:1
O 0.58 -0.02 0.18 -0.915
C -0.78 0.28 0.17 -0.429
Li 1.61 0.93 -1.73 0.305
H -0.92 1.22 0.73 0.124
H -1.22 0.33 -0.85 0.090
Cs -1.28 -3.06 1.31 0.933
H 2.01 0.32 0.19 -0.106
```

Values from the calculation:
* gap between HOMO and LUMO (alpha / beta): 0.090 / 0.138 Ha
* maximum force: 0.048 hartree/bohr
* multiplicity: 2
* energy above the lowest of the compared OMol25 structures with the same formula, charge and spin: 45.0 kcal per mole
* lowest unoccupied orbital energy (alpha / beta): -1.04 / -1.04 eV
* <S²>: 0.877
* highest occupied orbital energy (alpha / beta): -3.481 / -4.784 eV

Computed, not measured: an isolated molecule of CH3F2N at a distorted geometry, with ωB97M-V/def2-TZVPD.

```
7
Properties=species:S:1:pos:R:3:nbo_charge:R:1
C -0.82 0.00 0.02 -0.418
N 0.96 0.03 0.39 0.282
F 1.50 -1.19 -0.04 -0.257
F 1.42 1.08 -0.30 -0.228
H -1.09 -0.30 0.93 0.192
H -0.89 1.10 -0.21 0.217
H -1.08 -0.73 -0.79 0.213
```

Values from the calculation:
* gap between HOMO and LUMO: 0.404 Ha
* structure (SMILES): CN(F)F
* maximum force: 0.121 hartree/bohr
* energy above the lowest of the compared OMol25 structures with the same formula, charge and spin: 118.3 kcal per mole
* lowest unoccupied orbital energy: 1.03 eV
* highest occupied orbital energy: -9.969 eV

Computed, not measured: an isolated molecule of CH3F2N at a distorted geometry, with ωB97M-V/def2-TZVPD.

```
7
Properties=species:S:1:pos:R:3:nbo_charge:R:1
C -0.40 0.02 -0.29 0.667
N 0.70 0.16 0.59 -0.855
F -1.08 1.16 -0.20 -0.358
F -1.28 -0.87 0.11 -0.333
H -0.26 -0.04 -1.35 0.114
H 1.52 0.34 -0.01 0.376
H 0.79 -0.75 1.15 0.389
```

Values from the calculation:
* gap between HOMO and LUMO: 0.434 Ha
* structure (SMILES): NC(F)F
* maximum force: 0.053 hartree/bohr
* energy above the lowest of the compared OMol25 structures with the same formula, charge and spin: 2.3 kcal per mole
* lowest unoccupied orbital energy: 0.97 eV
* highest occupied orbital energy: -10.856 eV

Computed, not measured: a cluster of 2 separate species, CH3F2P in total, with ωB97M-V/def2-TZVPD.

```
7
Properties=species:S:1:pos:R:3:nbo_charge:R:1
C 0.36 -0.46 -0.85 -0.118
F -0.45 -1.52 -0.67 -0.350
F -1.62 -0.27 2.06 -0.563
P 1.79 -0.61 -1.70 0.311
H -0.04 0.42 -0.35 0.190
H -1.86 -1.08 1.63 0.563
H 2.14 0.73 -1.52 -0.034
```

Values from the calculation:
* gap between HOMO and LUMO: 0.367 Ha
* structure (SMILES): [H]/P=C/F.F
* maximum force: 0.015 hartree/bohr
* energy above the lowest of the compared OMol25 structures with the same formula, charge and spin: 11.4 kcal per mole
* lowest unoccupied orbital energy: 0.21 eV
* highest occupied orbital energy: -9.779 eV

Copy entry 3 word for word.
Computed, not measured: an isolated molecule of CH3F2N at a distorted geometry, with ωB97M-V/def2-TZVPD.

```
7
Properties=species:S:1:pos:R:3:nbo_charge:R:1
C -0.40 0.02 -0.29 0.667
N 0.70 0.16 0.59 -0.855
F -1.08 1.16 -0.20 -0.358
F -1.28 -0.87 0.11 -0.333
H -0.26 -0.04 -1.35 0.114
H 1.52 0.34 -0.01 0.376
H 0.79 -0.75 1.15 0.389
```

Values from the calculation:
* gap between HOMO and LUMO: 0.434 Ha
* structure (SMILES): NC(F)F
* maximum force: 0.053 hartree/bohr
* energy above the lowest of the compared OMol25 structures with the same formula, charge and spin: 2.3 kcal per mole
* lowest unoccupied orbital energy: 0.97 eV
* highest occupied orbital energy: -10.856 eV

Q: Among the records above, which one has the highest maximum force?
A: number 2

Copy entry 2 word for word.
Computed, not measured: an isolated molecule of CH3F2N at a distorted geometry, with ωB97M-V/def2-TZVPD.

```
7
Properties=species:S:1:pos:R:3:nbo_charge:R:1
C -0.82 0.00 0.02 -0.418
N 0.96 0.03 0.39 0.282
F 1.50 -1.19 -0.04 -0.257
F 1.42 1.08 -0.30 -0.228
H -1.09 -0.30 0.93 0.192
H -0.89 1.10 -0.21 0.217
H -1.08 -0.73 -0.79 0.213
```

Values from the calculation:
* gap between HOMO and LUMO: 0.404 Ha
* structure (SMILES): CN(F)F
* maximum force: 0.121 hartree/bohr
* energy above the lowest of the compared OMol25 structures with the same formula, charge and spin: 118.3 kcal per mole
* lowest unoccupied orbital energy: 1.03 eV
* highest occupied orbital energy: -9.969 eV

Q: Look up the maximum force of the second one.
A: 0.121 hartree/bohr